Density functional theory data (ωB97M-V/def2-TZVPD) for a cluster of 2 separate species, C8H12NO in total at a distorted geometry.

Last column: natural (NBO) charge in e.
Cartesian coordinates (Å):
C -2.581 3.466 2.715  0.132
C 0.257 -0.923 -1.593  -0.390
C -0.775 0.253 -1.648  -0.524
C 0.480 1.080 0.279  -0.485
C 0.417 -1.545 -0.224  -0.230
C 0.060 -0.333 0.890  0.114
C -0.771 0.695 -0.282  0.683
C 1.899 -1.938 -0.118  -0.625
N -1.694 2.918 2.270  -0.388
O -1.252 -0.036 0.742  -0.389
H -3.348 3.980 3.308  0.259
H -0.150 -1.685 -2.397  0.275
H 1.245 -0.633 -1.922  0.233
H -0.379 1.002 -2.416  0.284
H -1.779 -0.059 -1.888  0.271
H 0.513 1.746 1.216  0.338
H 1.175 1.300 -0.536  0.256
H -0.334 -2.378 -0.035  0.251
H 0.446 -0.471 1.893  0.247
H 2.101 -2.327 0.815  0.229
H 2.556 -1.171 -0.386  0.216
H 1.915 -2.942 -0.683  0.245

F_max in eV/A: 5.432
E in eV: -12016.851
Net charge: +1
Energy above the lowest of the compared OMol25 structures with the same formula, charge and spin in eV: 3.697

=====

Density functional theory data (ωB97M-V/def2-TZVPD) for an isolated molecule of C8H12O at a distorted geometry.

Last column: natural (NBO) charge in e.
Cartesian coordinates (Å):
C 0.327 2.334 -1.139  -0.609
C 0.723 1.598 0.143  -0.378
C -0.137 0.360 0.382  -0.314
C 0.103 -0.643 -0.654  0.112
C 0.218 -1.453 -1.522  -0.156
C 0.284 -2.309 -2.687  0.361
O -0.576 -3.140 -2.940  -0.489
C 0.071 -0.288 1.770  -0.368
C -1.065 -1.270 2.120  -0.604
H 0.332 1.640 -2.000  0.211
H -0.711 2.743 -1.026  0.202
H 0.969 3.150 -1.422  0.216
H 1.782 1.274 0.082  0.203
H 0.676 2.278 0.985  0.209
H -1.176 0.645 0.354  0.229
H 1.077 -2.125 -3.420  0.140
H 0.091 0.459 2.602  0.203
H 1.033 -0.773 1.820  0.205
H -0.967 -1.643 3.141  0.214
H -1.032 -2.074 1.418  0.213
H -2.022 -0.763 1.994  0.200

F_max in eV/A: 1.643
SMILES: CCC(C#CC=O)CC
E in eV: -10535.959
Energy above the lowest of the compared OMol25 structures with the same formula, charge and spin in eV: 2.003

=====

Density functional theory data (ωB97M-V/def2-TZVPD) for the ion C8H12O4S2 with charge -2 at a distorted geometry.

Last column: natural (NBO) charge in e.
Cartesian coordinates (Å):
C 2.491 -1.478 -1.581  -0.614
C 1.166 -0.639 -1.450  -0.480
C 0.896 -0.183 0.022  -0.231
S 1.384 -1.449 1.268  -0.175
C 1.722 1.147 0.345  0.756
O 2.124 1.248 1.518  -0.780
O 1.878 1.911 -0.614  -0.754
C -0.804 0.217 0.052  -0.170
S -1.072 1.360 -1.406  -0.217
C -1.183 0.893 1.377  -0.457
C -2.601 1.411 1.445  -0.624
C -1.627 -1.062 -0.078  0.727
O -1.845 -1.627 0.992  -0.753
O -2.087 -1.332 -1.191  -0.775
H 2.516 -2.516 -1.151  0.198
H 2.554 -1.844 -2.643  0.170
H 3.425 -0.822 -1.240  0.201
H 1.303 0.380 -1.956  0.276
H 0.479 -1.307 -2.057  0.217
H 1.843 -0.406 2.107  0.216
H -1.898 0.253 -1.920  0.226
H -1.135 0.113 2.169  0.243
H -0.489 1.631 1.585  0.200
H -3.202 0.375 1.533  0.204
H -2.868 1.853 2.354  0.182
H -2.969 1.875 0.520  0.215

F_max in eV/A: 4.746
SMILES: CC[C@@](S)(C(=O)[O-])[C@](S)(CC)C(=O)[O-]
E in eV: -38350.604
Net charge: -2
Energy above the lowest of the compared OMol25 structures with the same formula, charge and spin in eV: 0.000

=====

Density functional theory data (ωB97M-V/def2-TZVPD) for a structure of composition C8H12S3 at a distorted geometry.

Last column: natural (NBO) charge in e.
Cartesian coordinates (Å):
S -2.176 1.460 2.296  -0.109
S -0.496 3.666 1.830  0.301
S 1.355 3.650 0.880  0.181
C -0.742 1.944 1.558  -0.275
C 1.425 1.882 0.665  -0.260
C 0.338 1.139 1.087  -0.151
C -1.195 -0.017 -1.082  -0.634
C 1.069 -0.662 -1.445  -0.620
C -0.471 -2.355 -0.381  -0.608
C 0.280 -0.312 1.035  -0.445
C -0.131 -0.822 -0.428  -0.005
H 2.423 1.539 0.422  0.245
H -2.137 -0.068 -0.385  0.220
H -1.390 -0.267 -2.123  0.222
H -1.053 1.019 -1.056  0.210
H 1.236 0.340 -1.738  0.209
H 0.736 -1.271 -2.286  0.212
H 1.962 -1.268 -1.053  0.202
H 0.194 -2.832 0.235  0.204
H -0.493 -2.924 -1.302  0.213
H -1.496 -2.525 0.092  0.211
H -0.499 -0.625 1.721  0.248
H 1.260 -0.692 1.459  0.229

F_max in eV/A: 4.208
E in eV: -40995.233
Energy above the lowest of the compared OMol25 structures with the same formula, charge and spin in eV: 0.918

=====

Density functional theory data (ωB97M-V/def2-TZVPD) for a structure of composition C8H13AlClN2O2 at a distorted geometry.

Last column: natural (NBO) charge in e.
Cartesian coordinates (Å):
N -4.448 2.506 1.132  -0.924
C -3.525 3.534 0.660  -0.762
Al -2.041 2.674 -0.466  1.402
Cl -0.150 2.665 0.780  -0.653
C -2.569 0.734 -0.870  -1.048
C -1.746 -0.207 0.241  0.795
O -2.324 -0.346 1.444  -0.649
O -0.420 -0.795 -0.113  -0.767
H -5.021 1.981 0.475  0.362
H -4.525 2.294 2.125  0.372
H -3.099 4.147 1.574  0.200
H -4.101 4.284 -0.063  0.155
H -1.740 3.395 -1.842  -0.439
H -2.286 0.396 -1.980  0.225
H -3.719 0.548 -0.680  0.238
H 0.146 -0.574 0.701  0.497
N 4.026 -4.068 -0.189  -0.428
C 2.794 -3.551 -0.393  0.029
C 2.533 -2.194 -0.483  -0.263
C 3.598 -1.308 -0.352  -0.164
C 4.878 -1.809 -0.140  -0.269
C 5.040 -3.184 -0.068  0.019
H 1.996 -4.282 -0.485  0.193
H 1.523 -1.835 -0.650  0.253
H 3.431 -0.237 -0.416  0.227
H 5.728 -1.146 -0.034  0.214
H 6.020 -3.624 0.093  0.184

F_max in eV/A: 8.019
E in eV: -34703.126
Net charge: -1

=====

Density functional theory data (ωB97M-V/def2-TZVPD) for a structure of composition C8H13Br3F3NO3 at a distorted geometry.

Last column: natural (NBO) charge in e.
Cartesian coordinates (Å):
C -3.199 3.658 0.248  -0.695
C -2.922 2.358 -0.527  0.666
O -3.868 1.775 -1.077  -0.632
N -1.677 1.796 -0.550  -0.627
C -1.340 0.543 -1.223  -0.424
H -3.659 3.362 1.191  0.237
H -3.803 4.434 -0.222  0.249
H -2.224 4.105 0.438  0.200
H -1.061 2.239 0.117  0.388
H -1.731 -0.217 -0.546  0.194
H -0.298 0.253 -1.363  0.208
H -1.835 0.436 -2.189  0.240
C 0.322 -0.253 1.149  -0.565
C 1.224 -0.957 0.086  -0.102
O 0.703 -2.192 -0.467  -0.497
C 0.720 -3.387 0.236  0.686
O 1.215 -3.496 1.351  -0.528
C 0.255 -4.647 -0.477  0.907
F -0.851 -5.185 0.038  -0.291
F -0.085 -4.328 -1.787  -0.322
F 1.243 -5.578 -0.452  -0.294
H -0.600 0.064 0.660  0.227
H 0.726 0.690 1.516  0.132
H 0.147 -0.897 2.010  0.234
H 2.214 -1.141 0.503  0.207
H 1.327 -0.239 -0.727  0.209
C 3.872 1.287 0.443  -0.485
Br 4.558 3.214 0.509  0.013
Br 3.768 0.386 -1.293  0.087
Br 2.188 1.116 1.400  0.159
H 4.671 0.801 1.004  0.217

F_max in eV/A: 8.957
E in eV: -234414.651
Energy above the lowest of the compared OMol25 structures with the same formula, charge and spin in eV: 3.588

=====

Density functional theory data (ωB97M-V/def2-TZVPD) for a structure of composition C8H13BrO2S at a distorted geometry.

Last column: natural (NBO) charge in e.
Cartesian coordinates (Å):
C 0.037 2.417 -0.908  -0.305
C 0.909 3.251 -0.427  -0.240
C -0.210 1.045 -0.257  -0.250
C 1.060 0.505 0.342  -0.451
C -2.192 0.332 -1.800  -0.623
C 2.106 -1.119 2.111  -0.630
C -0.721 0.163 -1.418  -0.381
C 0.821 -0.474 1.539  -0.396
O 3.541 1.648 0.766  -0.883
O 1.740 2.348 2.306  -0.907
S 2.114 1.835 1.007  2.039
Br 1.397 4.915 -0.975  0.158
H -0.527 2.777 -1.678  0.213
H -1.184 1.104 0.400  0.242
H 1.759 -0.117 -0.313  0.270
H -2.964 0.376 -0.927  0.207
H -2.722 -0.482 -2.332  0.231
H -2.395 1.198 -2.265  0.207
H 1.986 -2.095 2.492  0.218
H 2.515 -0.587 2.867  0.217
H 2.903 -1.319 1.472  0.212
H 0.070 0.469 -2.223  0.207
H -0.481 -0.773 -1.052  0.200
H 0.401 0.139 2.454  0.237
H 0.278 -1.245 1.196  0.208

F_max in eV/A: 5.198
E in eV: -93474.961
Energy above the lowest of the compared OMol25 structures with the same formula, charge and spin in eV: 0.000

=====

Density functional theory data (ωB97M-V/def2-TZVPD) for an isolated molecule of C8H13F at a distorted geometry.

Last column: natural (NBO) charge in e.
Cartesian coordinates (Å):
C 1.257 -1.847 1.219  -0.411
C 0.999 -1.250 0.048  -0.137
C 0.629 0.248 -0.202  -0.250
C 1.859 0.717 -1.025  -0.593
C -0.691 0.583 -0.896  -0.410
C -1.892 0.038 -0.075  -0.057
C -1.916 0.147 1.403  -0.646
C -2.813 -0.525 -0.766  0.206
F -3.891 -1.090 -0.075  -0.373
H 1.829 -2.743 1.328  0.199
H 1.350 -1.355 2.169  0.185
H 0.888 -1.783 -0.794  0.176
H 0.689 0.719 0.845  0.204
H 2.140 -0.015 -1.698  0.202
H 2.703 1.009 -0.446  0.214
H 1.645 1.592 -1.478  0.202
H -0.724 0.255 -1.917  0.214
H -0.838 1.711 -0.929  0.213
H -2.919 0.249 1.657  0.235
H -1.241 1.078 1.646  0.207
H -1.665 -0.668 2.025  0.238
H -2.933 -0.681 -1.812  0.177

F_max in eV/A: 4.401
SMILES: C=C[C@@H](C)C/C(C)=C/F
E in eV: -11221.674
Energy above the lowest of the compared OMol25 structures with the same formula, charge and spin in eV: 0.000

=====

Density functional theory data (ωB97M-V/def2-TZVPD) for a cluster of 2 separate species, C8H13IOS in total at a distorted geometry.

Last column: natural (NBO) charge in e.
Cartesian coordinates (Å):
C 2.025 -2.622 -0.357  -0.379
C -1.225 2.232 -1.270  -0.253
C 0.988 -2.031 0.091  -0.001
C -0.549 1.425 -0.458  0.242
C -2.283 3.259 -0.929  -0.642
C 0.415 -2.345 1.465  -0.642
C 0.303 -0.951 -0.688  -0.461
C 0.505 0.448 -0.224  -0.428
O -1.144 1.953 1.756  -0.793
S -0.182 1.296 2.723  0.555
I 2.565 1.037 -0.700  0.053
H 2.581 -2.297 -1.218  0.206
H 2.433 -3.433 0.209  0.193
H -1.112 2.219 -2.411  0.227
H -3.347 3.050 -1.124  0.231
H -2.263 3.584 0.060  0.242
H -2.189 3.923 -1.781  0.222
H 0.845 -1.601 2.300  0.216
H 0.751 -3.397 1.777  0.222
H -0.612 -2.243 1.574  0.211
H -0.796 -1.099 -0.687  0.234
H 0.547 -1.310 -1.836  0.229
H 0.667 0.339 0.820  0.256
H 0.694 2.506 2.917  0.060

F_max in eV/A: 4.538
E in eV: -29483.890
Energy above the lowest of the compared OMol25 structures with the same formula, charge and spin in eV: 3.218

=====

Density functional theory data (ωB97M-V/def2-TZVPD) for an isolated molecule of C8H13N at a distorted geometry.

Last column: natural (NBO) charge in e.
Cartesian coordinates (Å):
C -2.462 -0.552 0.151  -0.640
C -1.026 -0.381 -0.148  -0.011
C -0.339 0.755 -0.224  -0.028
C -0.736 2.251 0.009  -0.642
C 1.162 0.681 -0.596  -0.090
C 2.337 0.689 0.305  -0.234
N 1.863 -0.549 -0.294  -0.436
C 1.171 -1.638 0.230  -0.200
C -0.305 -1.759 -0.360  -0.444
H -2.902 0.465 0.854  0.219
H -2.913 -0.725 -1.005  0.237
H -2.519 -1.484 0.854  0.224
H 0.140 2.590 0.758  0.224
H -0.589 2.921 -0.882  0.221
H -1.801 2.317 0.305  0.221
H 1.388 1.038 -1.610  0.193
H 3.312 0.999 0.156  0.200
H 2.125 0.895 1.366  0.173
H 1.877 -2.517 -0.004  0.201
H 1.287 -1.520 1.417  0.167
H -0.827 -2.619 0.166  0.221
H -0.242 -1.857 -1.446  0.224

F_max in eV/A: 4.207
SMILES: CC1=C(C)[C@H]2CN2CC1
E in eV: -9992.802
Energy above the lowest of the compared OMol25 structures with the same formula, charge and spin in eV: 4.039